DFT (the ωB97M-V functional and the def2-TZVPD basis) results for a cluster of 3 separate species, C5H7NO in total.

```
! RIJCOSX wB97M-V def2-TZVPD def2/J DEFGRID3
* xyz 0 1
O 2.170 0.339 0.906
C 2.635 -0.399 -0.154
C 1.281 -0.671 -0.649
C 0.047 -0.643 -0.736
C -1.021 -0.072 -0.087
C -2.248 0.690 -0.343
N -2.165 -0.485 0.539
H 0.691 0.741 1.105
H 3.239 0.159 -0.892
H 3.177 -1.316 0.137
H -0.150 0.822 1.086
H -2.676 0.587 -1.338
H -2.436 1.630 0.172
H -2.544 -1.380 0.252
*
```

Results
Relative energy (zero: lowest compared OMol25 entry of this formula, charge and spin) in kJ/mol: 788.1
HOMO level (alpha / beta) in eV: -9.12 / -9.12
LUMO energy (alpha / beta) in eV: -0.541 / -0.540

Here are the Löwdin charges for atoms 1 to 4, given in e:
1. O -0.21
2. C -0.35
3. C 0.04
4. C 0.00